1.
Molecular formula: C29H23BrN6NaO6S2
Method: DFT, the ωB97M-V functional and the def2-TZVPD basis

Values from the calculation:
E in eV: -147807.2857
Net charge: -1
Orbital gap in eV: 7.43
HOMO in hartree: -0.199

XYZ file:
```
68
Properties=species:S:1:pos:R:3:forces:R:3
Na 1.03590 -1.10875 1.56984 -0.3 0.1 -0.2
C -3.13676 1.59896 -0.00933 0.0 0.0 0.0
O -2.44078 0.42125 0.34149 0.0 0.0 -0.1
C -2.85947 -0.75456 -0.19737 -0.1 0.0 0.0
C -3.87312 -0.86980 -1.13142 0.0 0.0 0.0
C -4.17859 -2.12928 -1.63221 0.0 -0.1 0.0
Br -5.58571 -2.28349 -2.90175 0.0 0.0 0.0
C -3.48555 -3.24778 -1.24238 0.0 0.0 0.0
C -2.46104 -3.12901 -0.29744 0.0 0.1 0.0
C -2.16812 -1.88707 0.25952 0.1 -0.3 -0.1
O -1.21036 -1.78789 1.20818 -0.2 0.2 0.1
C -1.70572 -4.34989 0.03238 0.0 0.1 0.0
N -2.21684 -5.55447 -0.06542 0.0 0.0 0.0
C -1.16794 -6.40544 0.22595 0.0 0.0 0.0
C -1.12421 -7.79978 0.27547 0.0 0.0 0.0
C 0.08068 -8.39674 0.58834 0.0 0.0 0.0
C 1.23235 -7.63335 0.85143 0.0 0.0 0.0
C 1.21020 -6.25329 0.81301 0.0 0.0 0.0
C -0.01052 -5.66136 0.49752 0.0 0.0 0.0
N -0.38725 -4.34729 0.37376 0.1 0.0 0.1
H -4.19613 1.52682 0.25373 0.0 0.0 0.0
H -3.04509 1.80974 -1.07913 0.0 0.0 0.0
H -2.67498 2.39921 0.56275 0.0 0.0 0.0
H -4.41506 -0.00316 -1.47807 0.0 0.0 0.0
H -3.70689 -4.22509 -1.64479 0.0 0.0 0.0
H -1.26627 -0.93568 1.73199 -0.1 0.1 0.0
H -2.01176 -8.38500 0.07200 0.0 0.0 0.0
H 0.14513 -9.47692 0.63300 0.0 0.0 0.0
H 2.15818 -8.14143 1.09037 0.0 0.0 0.0
H 2.08835 -5.65246 1.01095 0.0 0.0 0.0
H 0.24554 -3.55273 0.46961 0.0 0.0 -0.1
O 3.74942 -2.73103 -0.96685 0.0 0.0 0.0
C 2.58528 -2.47554 -0.66364 -0.1 0.0 0.0
O 2.00631 -2.64949 0.45337 0.2 -0.3 0.1
C 1.68690 -1.86391 -1.74387 0.0 0.0 0.1
C 1.91237 -2.14933 -3.08536 0.0 0.0 0.0
C 1.05863 -1.61659 -4.03316 0.0 0.0 0.0
C 0.03216 -0.78295 -3.61292 0.0 0.0 0.0
C -0.09321 -0.52804 -2.25746 0.0 0.0 0.0
N 0.69770 -1.06675 -1.33100 0.1 0.0 0.0
H 2.74851 -2.78377 -3.34331 0.0 0.0 0.0
H 1.19090 -1.84002 -5.08469 0.0 0.0 0.0
H -0.65836 -0.33749 -4.31662 0.0 0.0 0.0
H -0.86706 0.13751 -1.89296 0.0 0.0 0.0
N 7.71728 -1.19359 2.14898 0.0 0.0 0.0
C 6.47551 -0.80158 2.65879 0.0 0.0 0.0
C 6.39455 -0.05828 3.83832 0.0 0.0 0.0
C 5.17043 0.36129 4.32186 0.0 0.0 0.0
C 3.99902 0.05794 3.63425 0.0 0.0 0.0
C 4.08136 -0.67132 2.46036 0.0 0.0 0.0
C 5.30331 -1.10115 1.97212 0.0 0.0 0.0
S 2.50913 0.58878 4.43899 0.0 0.0 0.0
O 2.64652 2.00822 4.70413 0.0 0.0 0.0
O 2.35565 -0.25191 5.60336 0.0 0.0 0.0
N 1.36938 0.30390 3.35314 0.1 -0.1 -0.1
C 0.15994 0.87050 3.49915 0.0 0.2 0.2
S -0.19180 2.28804 4.48683 0.0 -0.1 -0.1
C -1.84868 2.19807 4.00189 0.0 0.0 0.0
C -2.02352 1.17173 3.14962 0.0 -0.1 0.0
N -0.90936 0.41965 2.85660 0.1 0.0 0.0
H 8.42831 -1.34283 2.84685 0.0 0.0 0.0
H 7.66764 -1.95904 1.49502 0.0 0.0 0.0
H 7.30203 0.19177 4.37651 0.0 0.0 0.0
H 5.11245 0.93210 5.23971 0.0 0.0 0.0
H 3.21509 -0.93465 1.88158 0.0 0.0 0.0
H 5.32547 -1.67746 1.05326 0.0 0.0 0.0
H -2.58991 2.88222 4.37913 0.0 0.0 0.0
H -2.96636 0.88628 2.70556 0.0 0.0 0.0
```
Forces are in eV/Å.

Löwdin atomic charge list, values in e, 4 entries: 0.415, -0.075, -0.112, -0.223


2.
Molecular formula: C6H14O
Method: DFT, the ωB97M-V functional and the def2-TZVPD basis

Values from the calculation:
E in eV: -8491.8187
Net charge: 0
Orbital gap in eV: 7.66
HOMO in hartree: -0.307

XYZ file:
```
21
Properties=species:S:1:pos:R:3:forces:R:3
C 0.88391 2.24144 -1.09463 -0.9 0.1 0.3
C 1.05745 0.74120 -1.26936 0.7 -1.5 1.1
C 0.19346 -0.02124 -0.22223 -1.4 -0.8 -1.6
C 0.37871 0.31116 1.17369 -2.3 2.4 0.8
C -0.87048 -0.85608 -0.64034 2.5 2.8 1.3
C -2.02397 -1.12363 0.27488 0.3 -0.2 -0.3
H 1.59355 2.83614 -1.67397 -0.4 -0.1 -0.3
H -0.17704 2.46816 -1.28550 0.4 0.4 -0.3
H 1.01275 2.53836 -0.04063 0.2 -0.3 -0.4
H 2.12649 0.53857 -1.13471 0.0 -0.2 0.2
H 0.83008 0.29216 -2.24055 -0.2 0.6 -0.1
H 1.36000 0.42624 1.65991 -0.6 0.5 -0.5
H -0.47754 0.22009 1.83098 0.5 -1.2 0.3
H -0.76844 1.88315 1.48235 1.9 -1.5 -0.5
H -0.79924 -1.18014 -1.67302 -0.6 0.1 0.0
H -2.46783 -2.08680 0.02546 -0.3 0.1 0.3
H -1.67131 -1.08842 1.30769 -0.3 -0.4 -0.1
H -2.77900 -0.31278 0.22103 0.3 -0.4 -0.3
H 1.59855 -2.64506 0.88125 0.2 -0.3 0.0
H 0.22723 -2.17510 1.19657 0.5 -1.4 0.1
O 0.77268 -3.00741 1.22113 -0.6 1.5 0.0
```
Forces are in eV/Å.

Löwdin atomic charge list, values in e, 4 entries: -0.129, -0.229, -0.349, -0.028


3.
Molecular formula: C11H16BrN2O
Method: DFT, the ωB97M-V functional and the def2-TZVPD basis

Values from the calculation:
E in eV: -86726.0839
Net charge: +1
Orbital gap in eV: 9.64
HOMO in hartree: -0.466
SMILES: O=C/C=C/C=C\C=C(/Br)[C@@H]1CNCC[NH2+]1

XYZ file:
```
31
Properties=species:S:1:pos:R:3:forces:R:3
C 0.71533 -3.20836 -2.47237 -0.9 0.4 0.7
C 1.32710 -3.14054 -1.27656 0.8 1.0 -0.2
C -0.07176 -2.07141 -3.04625 2.0 -1.4 -0.7
C 1.31551 -1.81521 -0.54324 -1.3 -2.6 0.1
C -1.65595 -0.15764 -2.64973 -0.8 0.7 0.1
C 0.15085 2.39292 2.23349 0.3 -2.4 -1.1
C 1.09006 1.05413 0.46043 1.6 -3.2 2.6
C -1.07135 1.47553 2.29254 0.4 0.7 -0.8
C -0.96999 -1.42049 -2.32060 -2.4 0.2 0.6
C -0.16004 0.03485 0.53211 4.9 -1.0 -1.0
C 0.21504 -1.42062 0.09081 -0.4 1.6 1.4
N 0.71169 2.31338 0.89540 1.7 0.0 2.9
N -0.62275 0.09785 1.90250 -0.2 0.9 1.5
O -2.31405 0.44914 -1.81247 0.6 -0.5 0.1
Br -1.25885 -2.63678 0.59627 0.9 0.1 0.4
H 0.80207 -4.08463 -3.08667 0.3 -0.3 -0.2
H 2.12799 -3.83731 -0.98619 -0.7 0.0 -0.1
H 0.38673 -1.88020 -4.07051 -1.3 0.6 1.2
H 2.27313 -1.36100 -0.64351 0.2 1.3 0.2
H -1.65941 0.31440 -3.63499 0.5 -0.4 -0.5
H -0.16541 3.34849 2.54521 0.2 1.3 0.2
H 0.95636 1.95222 2.88385 -0.8 0.7 -0.1
H 2.04491 0.70134 1.12477 -2.2 0.2 -1.5
H 1.40760 1.09434 -0.54436 0.5 0.0 -1.1
H -1.56034 1.51597 3.23948 -0.2 -0.6 0.9
H -1.82602 1.72329 1.54221 0.2 0.3 0.0
H -1.48057 -1.84603 -1.36518 1.4 0.8 -2.5
H -0.78688 0.47197 -0.20740 -1.6 0.0 0.0
H 0.31815 2.72107 0.15051 -2.3 2.9 -2.5
H 0.06816 -0.23745 2.61231 -0.4 0.0 -0.9
H -1.43918 -0.45145 1.95691 -1.2 -1.6 0.4
```
Forces are in eV/Å.

Löwdin atomic charge list, values in e, 4 entries: -0.079, -0.089, -0.057, -0.105


4.
Molecular formula: C3H12N2
Method: DFT, the ωB97M-V functional and the def2-TZVPD basis

Values from the calculation:
E in eV: -6268.8981
Net charge: +2
Orbital gap in eV: 14.62
HOMO in hartree: -0.797
SMILES: [NH3+]CCC[NH3+]

XYZ file:
```
17
Properties=species:S:1:pos:R:3:forces:R:3
C 0.24331 0.22684 -1.15199 0.5 -0.2 -0.6
C -0.35548 -0.51382 0.05833 -0.1 1.5 -0.7
C 0.59904 -0.59109 1.23827 -1.5 -0.4 1.3
N 0.35938 0.52044 2.25963 -0.4 -0.1 -0.1
N -0.67736 0.08115 -2.36043 -0.6 0.3 0.2
H 0.43081 1.29064 -1.04044 -0.4 0.1 0.3
H 1.21055 -0.16513 -1.43885 0.1 -0.4 -0.1
H -1.24785 0.05984 0.33598 -0.1 -0.3 0.2
H -0.69917 -1.47850 -0.28746 0.1 -0.5 0.3
H 1.61176 -0.50996 1.00033 1.6 0.1 -0.6
H 0.47963 -1.51409 1.80284 -0.1 -0.1 -0.2
H 0.75292 1.38715 1.92354 0.3 0.6 0.0
H 0.76461 0.33438 3.18345 0.3 -0.2 -0.1
H -0.63084 0.70264 2.44106 -0.1 -0.2 -0.1
H -0.37800 -0.55606 -3.10392 0.3 -0.2 0.2
H -1.59031 -0.24634 -2.03068 -0.1 -0.1 -0.2
H -0.87299 0.97192 -2.82964 0.2 0.1 0.1
```
Forces are in eV/Å.

Löwdin atomic charge list, values in e, 4 entries: -0.114, -0.139, -0.090, 0.220


5.
Molecular formula: C59H69BaN7SSbTe
Method: DFT, the ωB97M-V functional and the def2-TZVPD basis

Values from the calculation:
E in eV: -98090.4836
Net charge: +1
Orbital gap in eV: 6.98
HOMO in hartree: -0.336

XYZ file:
```
139
Properties=species:S:1:pos:R:3:forces:R:3
Ba -0.08687 -0.24447 -0.63523 0.0 -0.3 -0.5
C -2.03005 3.36549 5.89586 0.0 0.0 0.0
C -1.38920 4.18682 4.76724 0.0 0.0 0.0
C -2.35271 5.30260 4.36462 0.0 0.0 0.0
C -0.08408 4.82067 5.26763 0.0 0.0 0.0
C -1.08107 3.25484 3.60085 0.0 0.0 0.0
C -1.65472 3.38855 2.34405 0.0 0.0 0.0
C -1.31346 2.48526 1.35176 0.0 0.0 0.0
N -0.46028 1.48093 1.51967 0.0 0.1 0.2
C 0.07783 1.31501 2.73692 0.0 -0.1 -0.1
C -0.20152 2.18869 3.77476 0.0 0.0 0.1
C 0.95025 0.11260 2.92724 0.0 0.0 -0.1
C 1.42796 -0.25738 4.17332 0.0 0.0 0.1
C 2.20538 -1.40325 4.33691 0.0 0.0 0.0
C 2.46452 -2.14884 3.19558 0.0 0.1 0.0
C 1.95867 -1.70721 1.98462 -0.1 -0.1 -0.1
N 1.21261 -0.61788 1.83345 0.1 0.0 0.1
C 2.71277 -1.78596 5.72260 0.0 0.0 0.0
C 1.50666 -2.10845 6.61721 0.0 0.0 0.0
C 3.62891 -3.00763 5.67623 0.0 0.0 0.0
C 3.49472 -0.60672 6.31646 0.0 0.0 0.0
H -2.26676 4.01601 6.73915 0.0 0.0 0.0
H -1.36147 2.58153 6.25431 0.0 0.0 0.0
H -2.95423 2.89394 5.55738 0.0 0.0 0.0
H -2.53503 5.94789 5.22441 0.0 0.0 0.0
H -3.31658 4.90769 4.03902 0.0 0.0 0.0
H -1.94160 5.92267 3.56565 0.0 0.0 0.0
H -0.29625 5.48929 6.10315 0.0 0.0 0.0
H 0.39461 5.40338 4.47841 0.0 0.0 0.0
H 0.62776 4.07107 5.61514 0.0 0.0 0.0
H -2.36139 4.17402 2.12082 0.0 0.0 0.0
H -1.76417 2.56847 0.36649 0.0 0.0 0.0
H 0.26198 2.04508 4.73942 0.0 0.0 0.0
H 1.19500 0.34358 5.03985 0.0 0.0 0.0
H 3.03470 -3.06621 3.22300 0.0 0.0 0.0
H 2.13986 -2.29049 1.08661 0.0 0.0 0.0
H 0.93059 -2.94021 6.20624 0.0 0.0 0.0
H 0.83758 -1.25340 6.72339 0.0 0.0 0.0
H 1.85039 -2.39052 7.61365 0.0 0.0 0.0
H 3.11597 -3.88052 5.27271 0.0 0.0 0.0
H 3.95827 -3.24858 6.68797 0.0 0.0 0.0
H 4.51971 -2.82079 5.07314 0.0 0.0 0.0
H 2.87311 0.28411 6.41637 0.0 0.0 0.0
H 4.35283 -0.35369 5.69122 0.0 0.0 0.0
H 3.86242 -0.86960 7.30957 0.0 0.0 0.0
C -3.03542 -1.33444 -6.21330 0.0 0.0 0.0
C -4.05066 -1.82289 -5.39565 0.0 0.0 0.0
C -3.87199 -1.90054 -4.02674 -0.1 0.0 0.1
C -2.66706 -1.49377 -3.45809 0.0 0.0 0.1
C -1.64598 -1.02437 -4.27222 0.0 0.0 0.0
C -1.83361 -0.94059 -5.64691 0.0 0.0 0.0
N -2.44101 -1.45246 -2.03553 0.0 0.0 -0.1
N -3.34141 -2.01017 -1.38508 0.0 0.0 0.1
C -3.28065 -1.95057 0.03946 0.0 0.0 -0.1
C -4.34174 -2.64203 0.63544 -0.1 0.0 0.0
C -4.47811 -2.62719 2.00933 0.0 0.0 0.1
C -3.55708 -1.90316 2.76094 0.0 0.0 0.0
C -2.50652 -1.23938 2.13399 -0.1 0.0 0.0
C -2.29766 -1.23675 0.74464 -0.1 0.1 0.1
H -3.18458 -1.25952 -7.28262 0.0 0.0 0.0
H -4.99244 -2.13251 -5.82973 0.0 0.0 0.0
H -4.66136 -2.25585 -3.38000 0.0 0.0 0.0
H -0.70072 -0.70956 -3.84019 0.0 0.0 0.0
H -1.04404 -0.54803 -6.27559 0.0 0.0 0.0
H -5.04904 -3.16928 0.00586 0.0 0.0 0.0
H -5.29384 -3.15215 2.48899 0.0 0.0 0.0
H -3.66317 -1.86274 3.84007 0.0 0.0 0.0
H -1.81265 -0.70171 2.78092 0.0 0.0 0.0
C 4.20058 -2.95344 -1.57560 0.0 0.0 0.0
C 5.26337 -2.06953 -1.50967 0.0 0.0 0.0
C 4.99686 -0.71524 -1.41413 0.0 0.0 0.0
C 3.67666 -0.28237 -1.37705 -0.1 0.1 0.0
N 2.64819 -1.13889 -1.38103 0.1 0.1 0.0
C 2.91833 -2.43610 -1.49915 0.0 0.0 0.0
C 3.35378 1.17603 -1.36896 -0.1 -0.1 0.0
C 4.23818 2.10547 -1.90267 0.0 0.0 0.0
C 3.89311 3.44495 -1.89728 0.0 0.0 0.0
C 2.67556 3.82323 -1.35726 0.0 0.0 0.0
C 1.85062 2.82790 -0.86347 0.0 0.0 0.0
N 2.16551 1.53385 -0.87456 0.1 0.1 0.1
H 4.35582 -4.01935 -1.67196 0.0 0.0 0.0
H 6.28480 -2.42535 -1.53787 0.0 0.0 0.0
H 5.80779 -0.00364 -1.35627 0.0 0.0 0.0
H 2.05310 -3.08621 -1.53271 0.0 0.0 0.0
H 5.16705 1.78515 -2.35142 0.0 0.0 0.0
H 4.56498 4.18229 -2.31643 0.0 0.0 0.0
H 2.36455 4.85802 -1.32475 0.0 0.0 0.0
H 0.88645 3.07724 -0.43349 0.0 0.0 0.0
C -1.15964 5.11310 -1.79915 0.0 0.0 0.0
C -2.39892 4.28175 -2.12130 0.0 0.0 0.0
Sb -1.88887 2.29003 -2.76254 0.0 0.0 0.0
C -1.06162 2.81430 -4.67829 0.0 0.0 0.0
C -1.84303 3.83767 -5.49185 0.0 0.0 0.0
C -3.84070 1.63838 -3.41973 0.0 0.1 0.0
C -4.91128 2.72039 -3.52196 0.0 0.0 0.0
H -1.42536 6.13971 -1.53937 0.0 0.0 0.0
H -0.47306 5.15807 -2.64844 0.0 0.0 0.0
H -0.60772 4.69605 -0.95344 0.0 0.0 0.0
H -2.99150 4.74905 -2.90723 0.0 0.0 0.0
H -3.04675 4.18849 -1.24707 0.0 0.0 0.0
H -0.99054 1.86163 -5.20870 0.0 0.0 0.0
H -0.03571 3.13941 -4.49312 0.0 0.0 0.0
H -2.85630 3.49387 -5.70335 0.0 0.0 0.0
H -1.35722 4.02346 -6.45329 0.0 0.0 0.0
H -1.91766 4.79692 -4.97767 0.0 0.0 0.0
H -4.14992 0.86064 -2.72025 0.0 0.0 0.0
H -3.67875 1.14483 -4.38084 0.0 0.0 0.0
H -5.09901 3.19783 -2.55940 0.0 0.0 0.0
H -5.85578 2.28916 -3.86017 0.0 0.0 0.0
H -4.63881 3.50484 -4.22848 0.0 0.0 0.0
C 1.18775 -5.36538 -0.03903 0.0 0.0 0.1
Te -0.54920 -4.21290 -0.53512 -0.1 0.2 0.0
C -0.84279 -4.01222 1.56949 0.1 -0.2 0.1
C 0.23377 -4.83000 2.23466 0.0 -0.1 -0.2
C 0.25152 -4.96168 3.62259 0.0 0.0 0.0
C 1.24079 -5.69962 4.24903 0.1 0.0 0.0
C 2.24407 -6.29727 3.49173 0.0 0.0 0.0
C 2.23156 -6.17351 2.11290 0.0 0.0 0.0
C 1.22389 -5.45363 1.47145 -0.1 0.0 0.0
H 2.08689 -4.88255 -0.41947 0.0 0.0 0.0
H 1.12075 -6.34938 -0.49942 0.0 0.0 0.0
H -1.84694 -4.35061 1.82038 0.0 0.0 0.0
H -0.78334 -2.96131 1.83824 0.1 0.0 0.0
H -0.53125 -4.49166 4.20753 0.0 0.0 0.0
H 1.22999 -5.81674 5.32554 0.0 0.0 0.0
H 3.01900 -6.87745 3.97558 0.0 0.0 0.0
H 2.99568 -6.66432 1.52135 0.0 0.0 0.0
S 1.88081 0.33545 -4.21985 0.0 0.0 -0.1
C 1.57930 0.09507 -5.85528 0.0 0.1 0.0
N 1.59481 -1.17169 -6.36430 0.0 -0.1 0.0
C 1.34393 -1.50495 -7.65539 0.0 0.0 0.0
C 1.05884 -0.54029 -8.56362 0.0 0.1 0.0
C 1.04522 0.80236 -8.11631 0.0 0.0 0.0
C 1.29955 1.11120 -6.81342 0.0 0.0 0.1
H 1.78844 -1.89845 -5.68766 0.0 0.0 0.0
H 1.38549 -2.55749 -7.89345 0.0 0.0 0.0
H 0.85951 -0.79932 -9.59155 0.0 0.0 0.0
H 0.82905 1.59472 -8.82141 0.0 0.0 0.0
H 1.29289 2.13132 -6.46058 0.0 0.0 0.0
```
Forces are in eV/Å.

Löwdin atomic charge list, values in e, 4 entries: 1.414, -0.035, -0.557, -0.062